(1)
10 unconnected molecules or ions with the total composition C24H44F12N5O22P in a non-equilibrium geometry, computed with the ωB97M-V functional and the def2-TZVPD basis.

Positions of all 108 atoms, in Å:
C: -1.0582 1.6116 -1.4275
C: 0.1899 1.0233 -0.7625
O: -0.2174 0.1514 0.2673
C: -0.6363 -1.1063 -0.0455
O: -0.7137 -1.4551 -1.1862
C: -1.1697 -1.9340 1.1326
F: -0.7166 -1.3711 2.2579
F: -2.4816 -1.9497 1.1029
F: -0.7062 -3.1832 1.0718
H: -1.5754 2.2890 -0.7586
H: -1.5620 0.7089 -1.7809
H: -0.8335 2.1692 -2.3395
H: 0.6045 1.9205 -0.3046
H: 0.9128 0.5586 -1.4294
C: 4.5620 3.6385 3.8418
C: 3.5655 2.4802 3.8462
O: 3.5397 1.8657 2.5842
C: 3.6438 0.5248 2.4784
O: 3.9637 -0.1732 3.3897
C: 3.3375 -0.1670 1.1338
F: 2.4290 -1.1125 1.3505
F: 2.9435 0.7005 0.2020
F: 4.4137 -0.8100 0.6737
H: 4.3032 4.2982 3.0122
H: 5.5731 3.2601 3.7023
H: 4.4892 4.2118 4.7641
H: 2.5213 2.7128 4.0703
H: 3.8789 1.9048 4.7236
C: 1.4934 -5.2826 -0.9327
C: 2.9489 -5.5687 -0.5501
O: 3.1033 -6.9979 -0.6214
C: 4.2853 -7.5269 -0.7271
O: 5.3103 -6.9024 -0.8480
C: 4.2699 -9.0604 -0.5529
F: 4.6011 -9.5971 -1.7327
F: 5.1205 -9.4615 0.3789
F: 3.0663 -9.5002 -0.2060
H: 0.8114 -6.0674 -0.6116
H: 1.4512 -5.2839 -2.0237
H: 1.1586 -4.2998 -0.6062
H: 3.2434 -5.2585 0.4512
H: 3.6012 -5.0725 -1.2662
C: -2.1666 4.9499 5.6760
C: -1.4108 3.9697 4.7759
O: -2.4222 3.1791 4.1469
C: -2.0140 2.3611 3.1868
O: -0.8751 2.0453 2.9936
C: -3.1815 1.8796 2.2655
F: -3.8042 0.8769 2.9216
F: -3.9589 2.9057 1.9323
F: -2.6649 1.3226 1.1656
H: -2.8279 5.5658 5.0689
H: -1.4062 5.6722 5.9973
H: -2.5662 4.5483 6.6022
H: -0.7890 3.3212 5.3976
H: -0.7084 4.5296 4.1594
C: 1.6124 -1.6810 -3.3715
O: 2.7103 -0.8493 -3.7516
P: 2.4530 0.6105 -4.3818
O: 2.3791 1.6929 -3.3940
O: 3.6960 0.8409 -5.3230
C: 4.9160 1.3759 -4.8152
O: 1.2549 0.4254 -5.3875
C: -0.0454 0.8839 -5.1039
H: 0.8891 -1.0347 -2.8732
H: 1.9423 -2.5269 -2.7800
H: 1.0754 -1.9954 -4.2710
H: 5.7849 0.8140 -5.1508
H: 4.8326 1.4406 -3.7314
H: 5.0080 2.3817 -5.2298
H: -0.3696 0.7737 -4.0644
H: -0.8082 0.2323 -5.5400
H: -0.2546 1.8978 -5.4375
C: -1.2067 5.3119 -2.2745
N: -0.9490 6.6176 -1.5948
O: -1.8816 7.0650 -0.9244
O: -0.0249 7.3096 -1.9645
H: -1.9127 5.5096 -3.0750
H: -1.5182 4.6559 -1.4712
H: -0.2402 5.0965 -2.7258
C: 2.7341 4.0640 0.2397
N: 1.4623 4.3347 0.9695
O: 0.4319 4.2863 0.3369
O: 1.4754 4.4976 2.1703
H: 3.5951 4.3349 0.8409
H: 2.6920 4.6880 -0.6503
H: 2.8223 3.0229 -0.0561
C: -5.0088 -1.1916 -2.4531
N: -4.6173 -0.1659 -1.4477
O: -5.0332 0.9653 -1.6315
O: -3.9703 -0.4934 -0.4897
H: -4.2427 -1.0271 -3.2120
H: -5.9617 -0.9899 -2.9314
H: -4.9820 -2.1674 -1.9798
C: -6.1705 -1.4981 1.6454
N: -6.5174 -0.6540 2.8103
O: -6.8721 0.4922 2.6067
O: -6.3668 -1.1506 3.9018
H: -5.0896 -1.5863 1.5658
H: -6.5272 -0.9662 0.7686
H: -6.5729 -2.4915 1.8138
C: -3.1617 -5.8619 0.4337
N: -3.5515 -4.4591 0.1341
O: -3.3255 -4.0916 -1.0002
O: -4.3199 -3.9748 0.9320
H: -3.7023 -6.4526 -0.3058
H: -3.2968 -6.2095 1.4509
H: -2.1355 -6.1172 0.1621

Output
E in eV: -119983.587
HOMO level in eV: -10.679
SMILES string: CCOC(=O)C(F)(F)F.CCOC(=O)C(F)(F)F.CCOC(=O)C(F)(F)F.CCOC(=O)C(F)(F)F.COP(=O)(OC)OC.C[N+](=O)[O-].C[N+](=O)[O-].C[N+](=O)[O-].C[N+](=O)[O-].C[N+](=O)[O-]
Total charge: 0
Max |F| in eV/A: 3.24
Frontier orbital gap in eV: 10.26
LUMO level in eV: -0.42

---

(2)
A molecular structure, C24H44F6NiO12S4 in a non-equilibrium geometry, computed with the ωB97M-V functional and the def2-TZVPD basis.

Positions of all 91 atoms, in Å:
Ni: -0.5560 0.4152 -0.1073
C: 1.2676 -1.7554 -1.9750
O: 1.7068 -2.2692 -0.7672
O: 0.3000 -0.7661 -1.5808
C: 2.4518 -1.4212 -2.9605
F: 2.0390 -1.2480 -4.1708
F: 3.3204 -0.4635 -2.5880
F: 3.3514 -2.3871 -3.2164
C: 2.0974 -3.6147 -0.5446
C: 0.9814 -4.6157 -0.4148
H: 0.0393 -4.4207 -0.9272
H: 1.3109 -5.6341 -0.6206
H: 0.7048 -4.6830 0.6374
H: 2.5739 -3.5661 0.4345
H: 2.9464 -3.7930 -1.2045
H: 0.7160 -2.5620 -2.4580
C: -1.6167 2.8799 2.0137
O: -0.4596 3.6302 1.5192
O: -1.5543 1.6538 1.3568
C: -2.0621 3.0652 3.5476
F: -2.0393 4.3353 3.9986
F: -3.3550 2.7680 3.6361
F: -1.3872 2.2808 4.4377
C: -0.3187 5.0229 1.8623
C: 0.8481 5.5395 1.0225
H: 0.9738 5.2103 -0.0089
H: 0.7705 6.6145 0.8605
H: 1.7378 5.4612 1.6473
H: -0.0915 5.1024 2.9253
H: -1.1423 5.6434 1.5090
H: -2.4722 3.3836 1.5637
C: 4.0766 -0.7451 2.8593
C: 2.8197 -0.6758 3.7507
C: 1.9941 0.7200 3.6024
S: 2.2501 0.9986 1.8031
O: 2.7808 2.3567 1.5807
O: 1.0943 0.5742 1.0131
C: 3.6362 -0.3203 1.5073
H: 4.5248 -1.7272 2.7089
H: 4.9016 -0.1096 3.1811
H: 3.1303 -0.8443 4.7818
H: 2.0602 -1.4287 3.5398
H: 2.4900 1.4873 4.1969
H: 0.9219 0.7298 3.7983
H: 4.4440 0.1758 0.9692
H: 3.3468 -1.1150 0.8197
C: 2.2684 2.5102 -4.3420
C: 3.2364 2.6911 -3.2281
C: 2.5506 2.7103 -1.8251
S: 0.7161 3.0906 -2.0122
O: 0.3296 4.5035 -2.1005
O: -0.0880 2.1299 -1.1979
C: 0.7723 2.2568 -3.7575
H: 2.5025 1.5817 -4.8629
H: 2.1841 3.3203 -5.0664
H: 4.0042 3.4468 -3.3941
H: 3.8317 1.7820 -3.3124
H: 2.8525 3.3856 -1.0245
H: 2.8267 1.7630 -1.3619
H: -0.0016 2.5688 -4.4588
H: 0.6704 1.1852 -3.5866
C: -3.1333 -2.5374 -3.3043
C: -3.3376 -1.5112 -4.4624
C: -3.1438 -0.1105 -4.0139
S: -3.4648 -0.0930 -2.0559
O: -4.7818 0.5464 -1.8026
O: -2.2641 0.4283 -1.3538
C: -3.6160 -1.9284 -1.9930
H: -2.0514 -2.6488 -3.2326
H: -3.3779 -3.5974 -3.3733
H: -4.3298 -1.5086 -4.9136
H: -2.7197 -1.7195 -5.3359
H: -3.5565 0.7710 -4.5045
H: -2.0587 -0.0092 -4.0348
H: -4.6470 -2.2583 -1.8656
H: -2.9998 -2.2056 -1.1377
C: -3.2887 -3.6666 3.0163
C: -2.7473 -2.7916 4.1815
C: -2.2481 -1.5033 3.5094
S: -1.3633 -2.2030 2.1491
O: -0.0308 -2.7657 2.5603
O: -1.1789 -1.1841 1.0363
C: -2.5811 -3.3455 1.7413
H: -4.3659 -3.5606 2.8879
H: -3.1449 -4.7176 3.2670
H: -2.0455 -3.3566 4.7949
H: -3.6036 -2.5529 4.8124
H: -1.6495 -0.8391 4.1328
H: -2.9697 -0.8596 3.0063
H: -2.1861 -4.1973 1.1876
H: -3.3238 -2.8822 1.0918

Output
E in eV: -150847.057
HOMO level (alpha / beta) in eV: -10.897 / -10.822
Expectation value of S²: 3.7584
Total charge: +1
Max |F| in eV/A: 6.92
Spin multiplicity: 4
Frontier orbital gap (alpha / beta) in eV: 8.85 / 4.99
LUMO level (alpha / beta) in eV: -2.04 / -5.83